No. 1
{
  "formula": "C28H59BBrClFO8P2",
  "method": "the ωB97M-V functional and the def2-TZVPD basis",
  "molar_mass_g_mol": 730.9,
  "charge": -1,
  "homo_ev": -3.12,
  "orbital_gap_ev": 4.91,
  "total_energy_ev": -150912.549,
  "largest_force_ha_per_bohr": 0.04590,
  "species": ["H", "H", "C", "H", "H", "H", "H", "C", "H", "H", "C", "H", "H", "O", "H", "H", "H", "H", "H", "H", "H", "F", "C", "C", "H", "O", "H", "C", "H", "C", "H", "H", "H", "C", "O", "H", "C", "H", "H", "C", "H", "H", "P", "C", "H", "H", "Br", "H", "C", "H", "H", "H", "C", "H", "H", "C", "H", "C", "H", "O", "H", "C", "C", "H", "H", "H", "O", "Cl", "C", "H", "H", "C", "H", "H", "H", "H", "H", "O", "C", "C", "C", "C", "H", "H", "C", "H", "C", "C", "O", "C", "H", "C", "H", "H", "P", "H", "H", "H", "B", "H", "O"],
  "positions_angstrom": [[5.504, -2.806, -1.044], [-1.073, 4.454, -0.488], [2.735, -7.737, 1.765], [-5.183, 0.925, 1.171], [-3.269, -0.892, 2.702], [-4.613, -4.336, -2.538], [2.991, 0.881, 2.943], [0.558, 2.144, 0.801], [2.325, -3.611, 0.913], [1.959, 8.663, -0.858], [-1.541, 7.977, -4.685], [2.058, 6.728, 1.721], [-3.917, 7.132, -2.279], [-0.116, 6.432, -0.433], [8.741, -0.189, 0.133], [-0.990, 7.331, -5.366], [-0.507, 3.890, -2.064], [2.335, -6.096, 3.065], [0.149, 3.149, 0.735], [-2.674, 8.384, -2.106], [2.896, 6.372, 0.184], [-5.806, -3.987, -0.237], [-2.291, -5.405, 1.176], [8.351, -0.592, -1.924], [-0.830, 8.510, -4.052], [-2.508, 5.938, -3.956], [1.121, 9.019, 0.678], [-4.571, 0.005, 1.145], [1.014, 1.883, -0.156], [3.481, -9.034, 1.579], [4.557, -8.857, 1.640], [3.794, -4.596, 1.028], [10.148, -0.773, -0.774], [3.307, -3.788, 0.479], [3.687, -1.523, 1.078], [1.530, 0.025, 2.415], [8.902, -0.584, -3.326], [3.182, -4.073, -0.567], [9.769, -1.245, -3.390], [-4.194, -0.302, 2.635], [-4.423, -5.670, 0.973], [6.115, -3.334, 0.550], [-5.603, -1.269, 0.258], [-4.105, -3.552, 1.579], [2.794, 0.456, 1.239], [0.199, 8.879, -0.830], [-3.996, -5.808, 3.457], [6.005, -1.612, 0.156], [2.270, 0.775, 2.133], [-8.089, -1.219, 0.200], [-4.757, -3.372, 2.445], [-6.929, -2.820, 2.593], [9.266, -0.132, -0.819], [9.568, 0.902, -0.992], [-3.275, 1.257, -2.252], [4.132, -2.531, 0.575], [1.688, 5.244, 0.829], [1.950, 6.296, 0.725], [-3.971, 8.565, -3.323], [-4.300, -3.441, -2.626], [-0.254, 1.452, 1.025], [1.594, 2.096, 1.891], [-3.756, -5.070, 1.598], [9.189, 0.430, -3.607], [-2.006, 4.852, -1.931], [-2.330, -5.811, 0.154], [2.010, -7.301, 0.904], [-2.353, -1.404, -1.558], [1.053, 8.492, -0.275], [-3.395, 2.844, -3.036], [-1.874, -6.205, 1.802], [-2.458, 7.139, -3.833], [8.138, -0.938, -4.016], [-3.943, 0.667, 3.114], [-2.124, 8.691, -5.270], [2.605, -7.636, 3.900], [-7.902, -3.376, 1.173], [1.871, 3.084, 2.544], [-7.331, -1.297, 0.991], [-7.692, -2.547, 1.860], [-2.723, 2.159, -2.513], [-2.186, 2.825, -1.272], [-3.656, 0.274, 0.621], [3.982, -6.743, 3.195], [0.866, 7.015, -0.034], [-1.646, -4.521, 1.179], [2.930, -7.008, 3.069], [-1.391, 4.091, -1.454], [-2.380, 2.370, -0.168], [-3.310, 7.856, -2.819], [3.180, -9.750, 2.345], [5.532, -2.577, 0.021], [-5.012, -0.741, 3.218], [3.248, -9.448, 0.600], [-3.387, -3.212, -1.194], [-3.167, -2.999, 1.778], [-7.437, -0.408, 1.643], [-8.624, -2.315, 2.413], [-4.783, -3.020, 0.184], [-1.893, 1.884, -3.166], [7.221, -0.953, -1.694]]
}



No. 2
{
  "formula": "C28H60BCl2NO11S",
  "method": "the ωB97M-V functional and the def2-TZVPD basis",
  "molar_mass_g_mol": 700.6,
  "charge": 0,
  "homo_ev": -8.94,
  "orbital_gap_ev": 9.03,
  "total_energy_ev": -90573.662,
  "largest_force_ha_per_bohr": 0.04907,
  "species": ["H", "C", "H", "H", "H", "C", "H", "H", "C", "C", "H", "C", "H", "C", "H", "C", "H", "Cl", "C", "H", "H", "H", "H", "H", "H", "C", "H", "S", "H", "B", "H", "O", "Cl", "C", "C", "H", "O", "O", "H", "O", "C", "O", "H", "C", "H", "H", "O", "H", "H", "H", "C", "H", "C", "O", "O", "H", "C", "H", "C", "H", "H", "H", "H", "O", "H", "H", "H", "H", "H", "C", "C", "H", "O", "H", "N", "C", "C", "H", "C", "H", "H", "H", "H", "H", "H", "C", "C", "H", "H", "C", "C", "H", "O", "H", "H", "H", "H", "H", "H", "H", "H", "C", "H", "C"],
  "positions_angstrom": [[-3.386, 1.217, -7.762], [-1.800, -1.767, 2.932], [5.620, 0.029, 3.281], [-3.489, 4.184, -6.020], [-1.733, -1.665, 6.246], [-1.827, 3.523, -3.454], [-0.246, 0.986, -1.095], [-0.158, 2.987, 3.159], [-6.580, 0.782, -9.925], [-1.236, -0.917, -2.907], [8.227, -5.043, 3.777], [-0.872, 2.947, -5.535], [0.119, 2.693, -5.145], [-1.585, -1.918, 0.336], [-0.108, -2.554, 3.990], [-2.935, 4.554, -3.517], [-3.911, 4.067, -3.612], [3.687, 1.570, 4.234], [-0.249, -1.957, 3.084], [-6.380, 3.757, -11.010], [5.360, -3.420, 6.034], [-0.602, -2.413, 0.289], [-2.934, 5.130, -2.585], [-2.511, -3.417, 1.603], [-0.888, 0.678, 6.587], [-0.137, -0.044, -0.724], [-3.229, 5.868, -6.512], [2.428, -1.050, 6.452], [-3.389, -1.899, 1.491], [0.589, 2.041, 5.079], [-1.973, -1.694, -2.672], [0.234, 2.859, 6.144], [3.077, -2.258, 2.362], [7.357, -5.214, 4.420], [-3.556, 5.225, -5.696], [-3.705, 1.211, -9.507], [2.026, -1.811, 7.592], [-1.869, 2.647, -4.573], [1.436, 2.190, 2.995], [-4.483, 2.804, -8.415], [0.799, 2.778, 3.672], [7.679, -4.689, 5.701], [0.133, -2.567, 2.253], [1.524, -0.389, 4.251], [-2.506, 2.344, -8.815], [7.406, -4.992, 7.696], [4.968, -4.810, 4.528], [-6.213, 0.839, -8.897], [1.122, -0.595, 2.158], [-0.910, -1.005, -3.951], [0.522, -0.601, 3.079], [-2.161, -2.269, -0.534], [0.786, 0.455, 5.308], [-2.722, 5.477, -4.575], [3.836, -0.852, 6.528], [-1.971, 2.906, -2.560], [6.160, -4.507, 3.819], [3.729, -4.113, 5.994], [2.912, 0.065, 3.744], [5.509, -1.102, 1.937], [7.182, -6.293, 4.473], [-1.399, 0.304, 4.949], [-0.237, -1.532, 7.010], [-5.994, 1.782, -10.742], [-3.999, 3.499, -10.316], [-0.206, 0.210, 2.965], [-4.596, 5.470, -5.454], [6.019, -4.864, 2.793], [-0.896, 4.001, -5.822], [4.992, -0.269, 2.428], [-1.376, -0.389, 0.166], [7.875, -6.441, 6.784], [1.862, -1.587, 5.037], [-6.312, -0.189, -10.339], [-0.773, -1.356, 6.167], [0.002, -0.976, -1.951], [7.263, -5.532, 6.761], [-4.917, 4.596, -9.271], [-6.115, 3.085, -10.188], [-6.921, 3.123, -9.449], [0.176, -2.025, -1.663], [1.330, 3.734, 3.812], [-2.247, -0.008, -0.400], [0.781, -0.186, -0.126], [-1.654, 0.097, -2.786], [-3.467, 1.844, -8.649], [-0.664, 0.027, 5.717], [4.913, 0.596, 1.754], [-1.065, 2.340, -6.419], [-4.808, 3.551, -9.581], [-2.373, -2.325, 1.603], [6.328, -3.425, 3.780], [1.682, 0.393, 6.464], [-2.283, -2.334, 3.747], [-0.576, 3.332, 5.890], [4.197, -2.909, 4.779], [-1.356, 0.158, 1.118], [-7.671, 0.878, -9.933], [0.898, -0.696, -2.532], [-0.850, 4.009, -3.374], [-2.115, -0.722, 3.064], [4.552, -3.751, 5.378], [6.208, -5.802, 6.668], [3.618, -0.695, 2.930]]
}



No. 3
{
  "formula": "C28H60F12FeN2O24P4S4",
  "method": "the ωB97M-V functional and the def2-TZVPD basis",
  "molar_mass_g_mol": 1344.8,
  "charge": 1,
  "homo_ev": [-12.95, -12.95],
  "de_lowest_kj_mol": 0.0,
  "orbital_gap_ev": [11.20, 8.20],
  "total_energy_ev": -229622.882,
  "largest_force_ha_per_bohr": 0.14508,
  "multiplicity": 6,
  "species": ["H", "H", "C", "C", "H", "H", "F", "H", "H", "H", "S", "H", "H", "C", "H", "F", "H", "F", "H", "C", "O", "H", "H", "H", "H", "C", "C", "O", "H", "H", "H", "H", "F", "C", "H", "C", "O", "H", "S", "H", "C", "S", "H", "C", "H", "H", "H", "F", "H", "C", "Fe", "H", "C", "H", "C", "H", "H", "O", "H", "H", "P", "C", "O", "C", "N", "C", "C", "O", "H", "F", "O", "H", "P", "O", "O", "H", "H", "H", "C", "O", "N", "H", "O", "F", "S", "F", "C", "H", "C", "C", "P", "O", "H", "C", "F", "O", "H", "H", "C", "O", "O", "F", "O", "O", "H", "H", "C", "P", "H", "H", "O", "H", "H", "H", "F", "H", "H", "C", "O", "C", "H", "H", "C", "C", "O", "H", "O", "H", "F", "O", "H", "H", "O", "O", "H"],
  "positions_angstrom": [[0.700, 6.265, 3.881], [-1.496, 2.199, 4.976], [-3.230, 2.275, -2.266], [4.242, -3.447, -4.100], [-0.975, 4.912, 3.230], [-3.818, 2.393, 1.059], [2.086, 1.542, -4.630], [-2.492, -3.232, -5.139], [-0.995, -4.506, -1.090], [-5.390, 2.477, 2.755], [2.103, 1.795, -1.998], [-2.446, -0.158, 5.755], [0.887, -6.380, -1.705], [-0.655, -4.823, -2.076], [3.075, -1.561, 4.500], [4.822, 2.463, 0.614], [-0.077, 4.443, -1.086], [-2.279, -2.655, -1.677], [2.818, 3.632, 5.041], [3.387, 2.711, 4.909], [3.289, 2.603, -1.650], [-0.463, -1.045, -5.363], [-1.143, -3.032, -6.308], [-5.118, 1.621, -1.700], [1.377, 5.900, 2.276], [3.769, -5.163, 0.300], [-1.875, -2.518, -5.685], [1.704, -4.363, -0.563], [-1.570, 5.983, -1.968], [3.612, -4.622, -2.459], [4.001, 2.877, 4.024], [3.451, 0.573, 4.483], [-4.019, -1.381, -2.104], [-4.356, 2.455, 3.099], [0.070, 5.288, 0.422], [-3.455, -2.156, -1.214], [-0.660, 0.758, 3.878], [-2.759, 2.242, -1.284], [3.224, 0.324, -0.181], [0.299, 1.579, -6.530], [-0.111, -6.208, -2.109], [-3.141, -1.030, 0.327], [4.030, -2.521, -4.635], [2.349, 0.712, -3.615], [-4.818, 3.479, -1.580], [3.147, -6.057, 0.344], [4.427, -4.167, -4.898], [3.604, 0.280, -3.756], [-0.099, -6.705, -3.079], [-1.486, 0.275, 6.036], [0.036, -0.110, -0.119], [-0.889, 2.477, -7.427], [3.787, 1.814, 1.004], [-4.311, 3.101, 3.976], [2.026, -3.265, 4.170], [2.050, -3.465, 5.241], [4.385, -5.074, 1.196], [-2.228, -3.782, 0.943], [2.889, -3.740, 3.702], [0.033, 3.785, 3.992], [1.282, -3.119, -1.538], [2.200, -1.829, 3.906], [-2.184, 2.762, 2.297], [2.699, 1.314, 4.755], [-1.498, -1.042, 0.597], [-0.659, 4.940, -0.310], [-1.343, 6.267, -0.940], [-3.477, 0.298, -0.098], [3.221, -3.159, 0.470], [-4.296, -3.148, -0.891], [4.248, 0.196, -1.259], [2.309, 0.921, 5.693], [0.744, 0.266, 3.283], [-0.696, 1.665, 0.374], [-2.103, -0.797, -4.244], [1.145, -3.671, 3.673], [2.389, -1.720, 2.838], [2.295, -4.235, 1.399], [-3.535, 3.025, 1.900], [-1.021, 1.486, -4.218], [1.684, 0.595, -0.691], [-1.909, 2.887, -5.444], [0.697, -1.912, -0.844], [4.104, 1.314, 2.187], [-1.415, -2.626, 1.510], [2.814, 2.694, 1.306], [-0.765, 1.620, -6.765], [-0.866, -6.855, -1.663], [-0.832, 1.354, 5.153], [-1.137, -1.590, -4.702], [-1.044, 2.907, 1.163], [0.312, -3.905, -2.584], [-1.576, -4.752, -2.655], [1.063, 5.471, 3.228], [-2.998, -3.370, 3.577], [0.908, 2.551, -2.253], [4.125, 2.695, 5.710], [-0.709, -2.080, -3.828], [3.197, -3.920, -3.182], [-0.002, -2.922, 1.559], [2.569, -2.857, -2.451], [1.473, -0.355, -3.567], [2.979, -0.840, 0.660], [-4.072, -1.579, 1.309], [-2.542, 1.253, -5.663], [-2.552, -1.902, -6.277], [-1.634, 1.834, -5.500], [-1.668, 0.399, -3.216], [1.903, 4.958, 3.695], [-1.660, 0.601, 7.061], [0.672, -0.028, 1.800], [-0.643, 7.096, -1.043], [-0.904, 0.703, -7.337], [-3.943, 1.471, 3.323], [-2.640, -1.136, 3.429], [5.228, -3.486, -3.639], [0.070, 1.769, 5.603], [2.714, -4.122, 0.399], [1.073, -1.028, 4.215], [-4.685, 2.534, -2.108], [4.444, -5.188, -0.555], [-0.743, -0.520, 6.093], [-2.146, -2.403, 3.343], [-0.005, 4.428, 3.113], [-1.634, 4.072, 0.244], [-5.113, 2.779, -3.080], [-3.086, 1.060, -2.923], [-2.683, 3.030, -2.832], [-1.120, -2.452, 4.184], [-0.838, 0.050, -2.015], [-2.291, 6.539, -0.477], [2.488, -4.483, -3.790], [0.157, 3.604, 1.951], [1.765, 1.456, 3.686], [-3.634, 4.100, 1.754]]
}



Which value of charge does entry 2 give?
0



Look up the charge of the third one.
+1



Among the records above, which one has the lowest charge?
C28H59BBrClFO8P2